Entry 1:
# C11H14N2O

A 2-piece molecular cluster, C11H14N2O overall in a non-equilibrium geometry (ωB97M-V with the def2-TZVPD basis set, OMol25).

```
28
Properties=species:S:1:pos:R:3
C -1.711 1.047 -1.986
C -0.976 -0.096 -1.435
C -1.149 -1.450 -1.575
N 0.124 -2.135 -1.266
C 0.994 -1.209 -0.804
C 2.281 -1.549 -0.257
C 3.004 -0.483 0.101
C 2.579 0.812 -0.112
C 1.348 1.144 -0.582
C 0.368 0.054 -0.867
H -2.375 1.671 -1.406
H -2.444 0.614 -2.730
H -0.998 1.726 -2.473
H -1.819 -2.161 -2.104
H 0.128 -3.192 -1.222
H 2.482 -2.558 -0.183
H 3.818 -0.555 0.804
H 3.216 1.663 0.147
H 1.038 2.192 -0.853
C -2.151 0.775 2.055
C -0.962 -0.099 1.997
N 0.172 0.563 2.413
O -0.891 -1.262 1.832
H -2.712 0.525 1.152
H -1.775 1.907 1.834
H -2.815 0.584 2.909
H 1.019 0.002 2.212
H 0.207 1.469 2.399
```

## Properties
frontier orbital gap = 0.3307 hartree
net charge = 0
E_LUMO = 0.88 eV
structure (SMILES) = Cc1c[nH]c2ccccc12.CC(N)=O

Entry 2:
# C2H3OS3

A 2-piece molecular cluster, C2H3OS3 overall in a non-equilibrium geometry (ωB97M-V with the def2-TZVPD basis set, OMol25).

```
9
Properties=species:S:1:pos:R:3
C -1.269 -0.346 0.487
C -0.397 -1.226 -0.155
O -0.143 2.547 0.051
S -1.140 0.385 1.973
S -0.040 -2.740 0.359
S -2.312 -0.230 -0.821
H -0.008 -0.953 -1.074
H -0.152 2.077 -0.818
H -1.012 2.625 0.468
```

## Properties
frontier orbital gap = 0.2707 hartree
net charge = -1
E_LUMO = 3.22 eV

Entry 3:
# C3H3NO

One molecule with the formula C3H3NO in a non-equilibrium geometry (ωB97M-V with the def2-TZVPD basis set, OMol25).

```
8
Properties=species:S:1:pos:R:3
N -1.932 -0.610 0.326
C -0.953 -0.026 -0.064
C 0.184 0.593 -0.272
C 1.380 -0.036 0.247
O 1.392 -1.090 0.846
H -2.568 -0.922 -0.398
H 0.198 1.542 -0.771
H 2.301 0.549 0.085
```

## Properties
frontier orbital gap = 0.3670 hartree
net charge = 0
E_LUMO = 0.44 eV
structure (SMILES) = N=C=CC=O